No. 1
95
Properties=species:S:1:pos:R:3 method="wB97M-V/def2-TZVPD" total_energy_ha=-7205.74164 lumo_energy_ev=-6.4 total_charge=+2 homo_energy_ev=-12.99
Sn 1.120 0.649 -0.279
O -0.593 -4.452 2.542
C -1.153 -3.530 3.330
C -1.737 -3.962 4.522
C -2.310 -3.060 5.390
C -2.343 -1.703 5.079
C -1.827 -1.264 3.884
C -1.222 -2.160 2.988
C -0.595 -1.646 1.786
O -1.097 -0.615 1.114
N 0.519 -2.222 1.454
N 1.363 -1.649 0.580
C 2.443 -2.305 0.333
C 3.522 -1.714 -0.419
C 4.685 -2.442 -0.682
C 5.709 -1.848 -1.400
C 5.540 -0.542 -1.837
C 4.358 0.113 -1.524
N 3.377 -0.443 -0.830
H -0.086 -4.029 1.830
H -1.698 -5.016 4.748
H -2.715 -3.405 6.327
H -2.769 -0.998 5.774
H -1.833 -0.213 3.642
H 2.569 -3.307 0.733
H 4.777 -3.454 -0.320
H 6.618 -2.389 -1.610
H 6.307 -0.039 -2.403
H 4.195 1.132 -1.850
Se 3.747 3.029 0.306
Se 2.121 4.528 0.926
C 1.033 4.421 -0.667
C 0.656 5.605 -1.290
C -0.109 5.532 -2.440
C -0.461 4.278 -2.927
C -0.052 3.160 -2.226
N 0.681 3.223 -1.114
C 3.633 1.788 1.795
C 4.664 1.785 2.723
C 4.578 0.922 3.803
C 3.445 0.130 3.924
C 2.460 0.219 2.957
N 2.558 1.011 1.891
H 0.978 6.551 -0.883
H -0.417 6.434 -2.948
H -1.046 4.173 -3.827
H -0.324 2.157 -2.547
H 5.502 2.453 2.589
H 5.366 0.891 4.539
H 3.327 -0.546 4.754
H 1.555 -0.366 3.033
C -3.932 -1.540 1.730
Si -2.777 -0.427 0.703
C -2.831 -1.156 -1.105
C -2.236 -0.266 -2.197
C -4.292 -1.425 -1.482
C -2.067 -2.484 -1.143
C -3.161 1.451 1.058
C -4.609 1.548 1.553
C -2.231 2.059 2.114
C -3.041 2.326 -0.192
H -4.945 -1.434 1.360
H -3.954 -1.272 2.781
H -3.683 -2.596 1.671
H -2.826 0.633 -2.339
H -2.238 -0.807 -3.142
H -1.198 0.010 -1.966
H -4.895 -0.529 -1.355
H -4.714 -2.221 -0.878
H -4.354 -1.728 -2.525
H -1.003 -2.327 -0.959
H -2.172 -2.940 -2.126
H -2.447 -3.192 -0.413
H -4.734 1.061 2.515
H -5.283 1.087 0.837
H -4.896 2.592 1.662
H -2.408 1.623 3.092
H -2.420 3.128 2.207
H -1.178 1.913 1.843
H -3.756 2.021 -0.950
H -2.030 2.282 -0.603
H -3.259 3.362 0.057
C 1.352 0.116 -5.312
C 1.655 -1.335 -4.946
C 1.414 -1.358 -3.431
O 1.411 0.005 -2.976
C 1.851 0.827 -4.061
H 0.278 0.265 -5.424
H 1.860 0.451 -6.213
H 2.696 -1.560 -5.177
H 1.023 -2.048 -5.467
H 2.190 -1.918 -2.903
H 0.439 -1.781 -3.179
H 2.947 0.885 -4.067
H 1.443 1.828 -3.927

No. 2
97
Properties=species:S:1:pos:R:3 method="wB97M-V/def2-TZVPD" total_energy_ha=-8744.19174 lumo_energy_ev=-0.7 total_charge=0 homo_energy_ev=-7.52 e_above_lowest_ev=0.079
Ta -2.363 0.145 -1.348
C 5.487 -0.612 0.047
C 4.736 -1.826 -0.499
C 4.672 -2.891 0.604
C 5.515 -2.379 -1.700
C 3.316 -1.470 -0.931
C 2.786 -0.196 -0.829
C 1.468 0.057 -1.179
Se 0.863 1.859 -0.963
C 0.354 1.748 0.880
C 1.244 2.266 1.815
C 0.942 2.247 3.165
C -0.290 1.709 3.531
C -1.220 1.191 2.638
C -0.868 1.205 1.276
O -1.709 0.705 0.332
C -2.563 0.653 3.136
C -2.691 0.748 4.660
C -2.712 -0.829 2.764
C -3.694 1.498 2.534
C 1.889 2.776 4.239
C 3.188 3.315 3.641
C 1.203 3.911 5.010
C 2.239 1.638 5.209
C 0.625 -0.952 -1.660
O -0.686 -0.662 -1.887
C 1.164 -2.238 -1.863
C 2.481 -2.445 -1.459
C 0.452 -3.467 -2.451
C 1.329 -4.091 -3.551
C -0.896 -3.170 -3.092
C 0.224 -4.490 -1.328
H 6.492 -0.912 0.348
H 4.988 -0.191 0.923
H 5.585 0.174 -0.705
H 5.680 -3.160 0.927
H 4.178 -3.800 0.257
H 4.121 -2.518 1.469
H 6.532 -2.642 -1.400
H 5.573 -1.638 -2.498
H 5.045 -3.276 -2.106
H 3.377 0.628 -0.457
H 2.177 2.673 1.453
H -0.538 1.693 4.582
H -1.928 0.162 5.176
H -3.664 0.348 4.945
H -2.643 1.781 5.014
H -1.920 -1.416 3.237
H -2.673 -0.995 1.692
H -3.677 -1.202 3.109
H -3.542 2.554 2.777
H -4.655 1.184 2.942
H -3.769 1.387 1.454
H 3.004 4.148 2.959
H 3.735 2.540 3.100
H 3.833 3.678 4.443
H 0.949 4.735 4.340
H 1.867 4.294 5.788
H 0.284 3.573 5.491
H 2.726 0.817 4.681
H 1.350 1.242 5.701
H 2.918 2.000 5.983
H 2.878 -3.446 -1.561
H 1.522 -3.368 -4.346
H 0.807 -4.946 -3.986
H 2.289 -4.450 -3.182
H -0.820 -2.389 -3.852
H -1.624 -2.866 -2.346
H -1.263 -4.080 -3.572
H 1.163 -4.799 -0.866
H -0.267 -5.380 -1.727
H -0.414 -4.069 -0.549
C -2.318 3.785 -0.225
C -2.015 3.487 -1.650
N -2.121 2.318 -2.235
C -1.803 2.366 -3.572
C -1.399 3.584 -4.006
S -1.435 4.694 -2.711
C -2.090 1.169 -4.347
C -2.044 1.039 -5.693
S -2.702 -0.469 -6.141
C -3.039 -0.846 -4.505
N -2.630 0.084 -3.670
C -3.795 -2.089 -4.212
H -3.159 3.177 0.105
H -2.565 4.839 -0.103
H -1.457 3.553 0.403
H -1.130 3.877 -5.007
H -1.696 1.759 -6.412
H -3.894 -2.686 -5.117
H -4.788 -1.819 -3.836
H -3.319 -2.680 -3.438
S -6.766 -1.285 -2.356
As -5.652 -0.634 -0.739
S -4.587 1.259 -1.285
S -3.536 -1.768 -0.855
S -6.221 -0.736 1.230

No. 3
90
Properties=species:S:1:pos:R:3 method="wB97M-V/def2-TZVPD" spin_multiplicity=5 total_energy_ha=-3609.11952 lumo_energy_ev="4.3 / 4.3" total_charge=-2 homo_energy_ev="-1.36 / -1.40" e_above_lowest_ev=0.474
Fe 1.500 -0.986 0.255
O 5.525 -1.174 0.220
C 4.454 -1.767 0.077
O 3.406 -1.303 -0.486
C 4.374 -3.223 0.510
C 5.376 -4.065 0.042
C 5.371 -5.427 0.303
C 4.344 -5.953 1.076
C 3.354 -5.124 1.572
C 3.332 -3.744 1.300
S 2.069 -2.788 2.040
H 6.177 -3.621 -0.539
H 6.150 -6.066 -0.099
H 4.318 -7.016 1.301
H 2.555 -5.530 2.180
C 1.162 0.731 -4.353
C 1.583 1.596 -3.191
C 2.133 2.865 -3.407
C 2.536 3.618 -2.313
C 3.121 4.995 -2.520
C 2.406 3.126 -1.021
C 1.871 1.836 -0.748
C 1.439 1.126 -1.909
N 1.676 1.249 0.452
C 2.267 1.794 1.675
C 1.647 3.144 2.095
C 3.799 1.913 1.566
C 1.966 0.823 2.821
H 1.405 1.207 -5.305
H 0.087 0.537 -4.327
H 1.672 -0.233 -4.305
H 2.251 3.249 -4.416
H 3.296 5.188 -3.580
H 4.071 5.100 -1.992
H 2.444 5.767 -2.143
H 2.753 3.762 -0.218
H 1.012 0.136 -1.764
H 1.750 3.909 1.327
H 2.122 3.507 3.011
H 0.582 3.006 2.288
H 4.097 2.574 0.753
H 4.223 0.928 1.357
H 4.220 2.291 2.502
H 0.888 0.759 2.989
H 2.460 1.142 3.743
H 2.333 -0.174 2.578
C -3.610 -1.109 1.840
C -3.186 0.353 1.976
C -2.431 0.537 3.296
P -2.014 0.876 0.599
C -3.055 0.473 -0.909
C -4.374 1.215 -1.111
C -2.183 0.526 -2.168
C -2.119 2.741 0.846
C -3.433 3.418 1.241
C -1.485 3.442 -0.358
H -4.112 -1.442 2.755
H -2.734 -1.741 1.682
H -4.301 -1.266 1.011
H -4.081 0.985 1.975
H -1.525 -0.072 3.282
H -3.045 0.218 4.145
H -2.137 1.576 3.461
H -3.279 -0.583 -0.735
H -4.203 2.261 -1.369
H -5.003 1.170 -0.219
H -4.931 0.757 -1.937
H -1.843 1.538 -2.394
H -2.743 0.152 -3.033
H -1.307 -0.105 -2.026
H -1.431 2.877 1.686
H -4.226 3.242 0.514
H -3.269 4.500 1.295
H -3.787 3.092 2.221
H -2.134 3.380 -1.235
H -0.524 2.988 -0.606
H -1.319 4.501 -0.137
C -0.203 -1.987 -0.487
C -1.183 -2.715 -0.547
C -2.331 -3.554 -0.576
C -2.470 -4.580 0.374
C -3.604 -5.371 0.404
C -4.636 -5.165 -0.506
C -4.503 -4.166 -1.462
C -3.367 -3.376 -1.504
H -1.668 -4.729 1.086
H -3.692 -6.155 1.148
H -5.530 -5.776 -0.471
H -5.299 -4.000 -2.180
H -3.266 -2.607 -2.260

No. 4
100
Properties=species:S:1:pos:R:3 method="wB97M-V/def2-TZVPD" total_energy_ha=-2604.30767 lumo_energy_ev=0.4 smiles=Oc1ccc(O)cc1.Oc1ccc(O)cc1.Oc1ccc(O)cc1.Oc1ccc(O)cc1.Oc1ccc(O)cc1.OCCO.OCCO.OCCO total_charge=0 homo_energy_ev=-8.20
O -11.712 -20.309 -14.588
C -12.245 -21.556 -14.535
C -12.540 -22.156 -13.326
C -13.042 -23.458 -13.295
C -13.282 -24.122 -14.459
O -13.755 -25.352 -14.562
C -12.977 -23.518 -15.661
C -12.598 -22.224 -15.701
H -11.699 -19.918 -15.489
H -12.279 -21.636 -12.430
H -13.473 -23.870 -12.389
H -14.282 -25.673 -13.803
H -13.330 -24.056 -16.527
H -12.439 -21.719 -16.626
O -12.891 -19.376 -10.259
C -13.358 -18.123 -9.843
C -14.700 -17.956 -9.648
C -15.174 -16.847 -8.992
C -14.270 -16.020 -8.305
O -14.726 -15.035 -7.453
C -12.886 -16.232 -8.479
C -12.404 -17.245 -9.309
H -12.241 -19.207 -10.971
H -15.389 -18.639 -10.161
H -16.298 -16.761 -8.816
H -14.055 -14.839 -6.798
H -12.108 -15.683 -7.954
H -11.333 -17.464 -9.390
O -19.043 -12.084 -3.088
C -18.359 -11.928 -4.270
C -18.125 -13.091 -4.920
C -17.310 -13.169 -6.033
C -16.603 -12.019 -6.428
O -15.623 -12.109 -7.388
C -16.855 -10.787 -5.799
C -17.761 -10.735 -4.697
H -19.313 -11.220 -2.732
H -18.545 -13.987 -4.510
H -17.133 -14.138 -6.504
H -15.567 -13.045 -7.625
H -16.141 -10.034 -5.991
H -17.923 -9.796 -4.265
O -18.584 -19.356 -8.719
C -18.305 -18.421 -7.742
C -19.042 -17.307 -7.440
C -18.697 -16.429 -6.418
C -17.663 -16.779 -5.591
O -17.315 -16.060 -4.492
C -16.944 -17.949 -5.849
C -17.244 -18.737 -6.873
H -18.446 -20.237 -8.341
H -19.954 -17.152 -8.076
H -19.411 -15.633 -6.330
H -16.551 -16.431 -4.042
H -16.159 -18.168 -5.152
H -16.755 -19.690 -7.114
O -15.685 -14.120 -2.552
C -14.668 -13.908 -3.487
C -14.499 -12.719 -4.212
C -13.514 -12.638 -5.140
C -12.624 -13.714 -5.308
O -11.577 -13.662 -6.296
C -12.694 -14.796 -4.519
C -13.723 -14.869 -3.606
H -16.484 -13.635 -2.846
H -15.293 -11.970 -4.150
H -13.397 -11.812 -5.790
H -11.761 -12.948 -6.934
H -11.933 -15.542 -4.601
H -13.808 -15.656 -2.864
O -13.816 -20.927 -6.272
C -12.980 -20.018 -7.043
C -12.847 -18.763 -6.073
O -12.267 -19.076 -4.784
H -13.861 -21.803 -6.650
H -11.971 -20.372 -7.039
H -13.420 -19.742 -7.966
H -13.859 -18.333 -5.997
H -12.253 -17.937 -6.446
H -12.548 -19.999 -4.588
O -14.779 -13.306 -12.362
C -15.400 -13.839 -11.130
C -16.298 -15.028 -11.562
O -15.649 -15.829 -12.643
H -14.681 -12.386 -12.182
H -14.670 -14.073 -10.357
H -16.031 -12.992 -10.797
H -17.226 -14.594 -11.974
H -16.494 -15.654 -10.677
H -15.573 -15.226 -13.422
O -12.741 -15.809 -13.844
C -12.639 -17.086 -13.304
C -11.144 -17.414 -13.024
O -11.012 -18.604 -12.276
H -13.429 -15.355 -13.336
H -13.214 -17.294 -12.358
H -12.992 -17.859 -13.985
H -10.750 -16.556 -12.441
H -10.492 -17.506 -13.904
H -11.134 -19.339 -12.875

No. 5
92
Properties=species:S:1:pos:R:3 method="wB97M-V/def2-TZVPD" total_energy_ha=-9424.13878 lumo_energy_ev=-0.5 total_charge=0 homo_energy_ev=-9.00
C 3.697 -0.874 2.251
C 3.722 -0.746 3.764
C 3.503 -2.066 4.496
C 2.095 -2.648 4.374
C 1.146 -2.189 5.478
C 0.367 -0.906 5.197
C -0.461 -0.904 3.929
C -1.623 -1.894 3.995
C -2.862 -1.442 3.229
C -3.858 -2.569 2.988
C -3.698 -3.315 1.662
C -3.708 -2.438 0.443
C -2.512 -2.219 -0.269
C -2.477 -1.388 -1.401
C -3.661 -0.755 -1.839
C -4.874 -0.980 -1.154
C -4.916 -1.813 -0.018
C -6.228 -1.993 0.713
C -7.398 -2.147 -0.214
O -7.493 -3.040 -0.982
C -3.576 0.145 -2.998
O -4.469 0.295 -3.775
C -2.295 0.857 -3.112
C -2.275 2.175 -3.584
C -1.058 2.865 -3.625
C 0.162 2.245 -3.235
C 1.411 3.071 -3.298
C 1.602 3.958 -2.043
C 1.102 5.401 -2.243
C 3.038 3.957 -1.557
C 0.151 0.898 -2.789
C 1.422 0.206 -2.418
O 1.925 -0.426 -3.592
C 3.104 -1.181 -3.389
C 2.835 -2.648 -3.579
C 2.359 -2.965 -5.000
C -1.086 0.215 -2.709
C -1.231 -1.160 -2.161
O -0.446 -2.034 -2.316
H 4.652 -1.221 1.881
H 2.942 -1.574 1.908
H 3.476 0.083 1.786
H 2.986 -0.018 4.095
H 4.695 -0.357 4.051
H 4.214 -2.787 4.095
H 3.745 -1.945 5.546
H 2.171 -3.730 4.417
H 1.690 -2.422 3.393
H 0.456 -2.984 5.743
H 1.747 -2.013 6.366
H -0.317 -0.752 6.029
H 1.050 -0.061 5.210
H 0.146 -1.092 3.048
H -0.870 0.096 3.795
H -1.307 -2.873 3.645
H -1.899 -1.972 5.042
H -3.348 -0.682 3.835
H -2.567 -0.944 2.307
H -3.738 -3.290 3.791
H -4.864 -2.171 3.028
H -4.508 -4.032 1.575
H -2.783 -3.901 1.664
H -1.608 -2.707 0.053
H -5.765 -0.499 -1.523
H -6.390 -1.137 1.362
H -6.211 -2.877 1.335
H -8.215 -1.419 -0.140
H -3.196 2.640 -3.895
H -1.035 3.883 -3.979
H 1.368 3.695 -4.183
H 2.272 2.427 -3.393
H 1.001 3.519 -1.252
H 0.725 5.568 -3.244
H 1.899 6.109 -2.044
H 0.306 5.638 -1.547
H 3.073 4.430 -0.579
H 3.686 4.544 -2.198
H 3.432 2.955 -1.428
H 2.161 0.921 -2.068
H 1.239 -0.528 -1.639
H 3.848 -0.853 -4.116
H 3.525 -0.993 -2.403
H 3.754 -3.187 -3.367
H 2.085 -2.976 -2.869
H 2.270 -2.069 -5.603
H 1.392 -3.450 -4.992
H 3.043 -3.635 -5.508
C 4.523 8.299 -1.234
Br 4.478 7.157 0.313
Br 4.858 7.306 -2.847
Br 2.924 9.352 -1.379
H 5.349 8.981 -1.102

Copy entry 3 word for word.
90
Properties=species:S:1:pos:R:3 method="wB97M-V/def2-TZVPD" spin_multiplicity=5 total_energy_ha=-3609.11952 lumo_energy_ev="4.3 / 4.3" total_charge=-2 homo_energy_ev="-1.36 / -1.40" e_above_lowest_ev=0.474
Fe 1.500 -0.986 0.255
O 5.525 -1.174 0.220
C 4.454 -1.767 0.077
O 3.406 -1.303 -0.486
C 4.374 -3.223 0.510
C 5.376 -4.065 0.042
C 5.371 -5.427 0.303
C 4.344 -5.953 1.076
C 3.354 -5.124 1.572
C 3.332 -3.744 1.300
S 2.069 -2.788 2.040
H 6.177 -3.621 -0.539
H 6.150 -6.066 -0.099
H 4.318 -7.016 1.301
H 2.555 -5.530 2.180
C 1.162 0.731 -4.353
C 1.583 1.596 -3.191
C 2.133 2.865 -3.407
C 2.536 3.618 -2.313
C 3.121 4.995 -2.520
C 2.406 3.126 -1.021
C 1.871 1.836 -0.748
C 1.439 1.126 -1.909
N 1.676 1.249 0.452
C 2.267 1.794 1.675
C 1.647 3.144 2.095
C 3.799 1.913 1.566
C 1.966 0.823 2.821
H 1.405 1.207 -5.305
H 0.087 0.537 -4.327
H 1.672 -0.233 -4.305
H 2.251 3.249 -4.416
H 3.296 5.188 -3.580
H 4.071 5.100 -1.992
H 2.444 5.767 -2.143
H 2.753 3.762 -0.218
H 1.012 0.136 -1.764
H 1.750 3.909 1.327
H 2.122 3.507 3.011
H 0.582 3.006 2.288
H 4.097 2.574 0.753
H 4.223 0.928 1.357
H 4.220 2.291 2.502
H 0.888 0.759 2.989
H 2.460 1.142 3.743
H 2.333 -0.174 2.578
C -3.610 -1.109 1.840
C -3.186 0.353 1.976
C -2.431 0.537 3.296
P -2.014 0.876 0.599
C -3.055 0.473 -0.909
C -4.374 1.215 -1.111
C -2.183 0.526 -2.168
C -2.119 2.741 0.846
C -3.433 3.418 1.241
C -1.485 3.442 -0.358
H -4.112 -1.442 2.755
H -2.734 -1.741 1.682
H -4.301 -1.266 1.011
H -4.081 0.985 1.975
H -1.525 -0.072 3.282
H -3.045 0.218 4.145
H -2.137 1.576 3.461
H -3.279 -0.583 -0.735
H -4.203 2.261 -1.369
H -5.003 1.170 -0.219
H -4.931 0.757 -1.937
H -1.843 1.538 -2.394
H -2.743 0.152 -3.033
H -1.307 -0.105 -2.026
H -1.431 2.877 1.686
H -4.226 3.242 0.514
H -3.269 4.500 1.295
H -3.787 3.092 2.221
H -2.134 3.380 -1.235
H -0.524 2.988 -0.606
H -1.319 4.501 -0.137
C -0.203 -1.987 -0.487
C -1.183 -2.715 -0.547
C -2.331 -3.554 -0.576
C -2.470 -4.580 0.374
C -3.604 -5.371 0.404
C -4.636 -5.165 -0.506
C -4.503 -4.166 -1.462
C -3.367 -3.376 -1.504
H -1.668 -4.729 1.086
H -3.692 -6.155 1.148
H -5.530 -5.776 -0.471
H -5.299 -4.000 -2.180
H -3.266 -2.607 -2.260